Record 1
{
  "formula": "C19H24N2O8",
  "method": "ωB97M-V with the def2-TZVPD basis set",
  "symbols": ["C", "C", "O", "C", "C", "O", "C", "C", "O", "C", "O", "C", "O", "O", "C", "C", "C", "N", "C", "C", "H", "H", "H", "H", "H", "H", "H", "H", "H", "H", "H", "H", "H", "H", "H", "H", "H", "H", "H", "O", "N", "O", "C", "C", "C", "C", "C", "C", "H", "H", "H", "H", "H"],
  "coordinates": [[-3.563, 7.690, 4.279], [-2.931, 7.561, 2.918], [-3.829, 6.885, 2.059], [-3.393, 6.839, 0.703], [-3.586, 5.433, 0.161], [-2.397, 4.980, -0.461], [-2.335, 3.578, -0.565], [-0.938, 3.249, -1.068], [-0.894, 1.928, -1.587], [-0.170, 1.046, -0.830], [1.220, 1.421, -0.819], [1.808, 1.461, 0.389], [1.739, 2.378, 1.123], [2.618, 0.419, 0.655], [2.202, -0.827, 0.194], [2.833, -1.398, -0.898], [2.376, -2.642, -1.324], [1.383, -3.327, -0.747], [0.813, -2.748, 0.313], [1.172, -1.505, 0.826], [-3.723, 6.708, 4.712], [-4.490, 8.249, 4.237], [-2.870, 8.211, 4.936], [-2.713, 8.557, 2.522], [-1.989, 7.011, 3.000], [-4.009, 7.543, 0.144], [-2.352, 7.139, 0.616], [-4.393, 5.433, -0.577], [-3.870, 4.770, 0.976], [-3.090, 3.172, -1.240], [-2.449, 3.156, 0.439], [-0.683, 3.977, -1.832], [-0.239, 3.392, -0.248], [-0.255, 0.073, -1.305], [-0.549, 0.971, 0.192], [3.643, -0.888, -1.390], [2.846, -3.090, -2.189], [0.004, -3.283, 0.790], [0.681, -1.068, 1.680], [4.373, -5.570, -2.003], [4.380, -6.758, -2.258], [5.244, -7.322, -2.896], [3.256, -7.568, -1.759], [2.240, -6.942, -1.063], [1.174, -7.705, -0.614], [1.141, -9.071, -0.861], [2.177, -9.681, -1.557], [3.246, -8.927, -2.013], [2.265, -5.879, -0.871], [0.367, -7.230, -0.073], [0.305, -9.662, -0.513], [2.151, -10.745, -1.747], [4.054, -9.392, -2.557]],
  "forces_ev_per_a": [[0.4, 0.0, 0.1], [-0.2, 0.2, 0.1], [0.2, -0.1, -0.1], [-0.4, 0.0, 0.4], [0.0, 0.1, -0.5], [0.0, 0.1, 0.1], [0.5, 0.1, 0.2], [-0.4, 0.5, 0.3], [0.1, 0.1, -0.2], [-0.3, -0.1, -0.3], [-0.2, -0.7, -0.2], [0.3, 0.0, -0.6], [-0.2, 1.0, 1.0], [0.0, -0.7, 0.1], [0.2, -0.1, -0.4], [-0.4, -0.2, 0.4], [0.1, 0.1, 0.0], [0.2, 0.5, 0.2], [0.0, 0.1, 0.0], [0.3, 0.0, -0.3], [-0.2, -0.1, 0.0], [-0.2, 0.0, 0.0], [0.0, 0.1, 0.1], [0.1, 0.1, -0.1], [0.1, -0.1, -0.1], [0.1, 0.2, -0.2], [0.2, -0.1, -0.1], [-0.1, -0.2, 0.0], [0.0, 0.0, 0.2], [-0.1, 0.0, -0.1], [-0.3, -0.3, 0.0], [0.1, -0.2, -0.3], [0.2, -0.1, 0.0], [0.1, -0.1, -0.1], [0.2, 0.2, 0.3], [0.1, 0.0, -0.1], [0.0, -0.2, 0.0], [-0.1, -0.2, 0.0], [-0.1, 0.0, 0.2], [0.0, 0.1, 0.0], [0.0, 0.0, 0.0], [0.0, 0.0, 0.0], [-0.1, -0.1, 0.0], [-0.1, 0.2, 0.1], [0.0, -0.1, 0.0], [0.0, 0.0, 0.0], [-0.1, 0.1, 0.0], [0.1, -0.2, -0.1], [0.1, 0.0, -0.1], [0.0, 0.0, 0.0], [0.0, 0.0, 0.0], [0.0, 0.0, 0.0], [0.0, 0.1, 0.0]],
  "energy_ha": -1449.68118,
  "lumo_ev": -0.414,
  "smiles": "CCOCCOCCOCOC(=O)Oc1ccncc1.O=[N+]([O-])c1ccccc1",
  "orbital_gap_ev": 9.26,
  "homo_energy_ev": -9.670
}



Record 2
{
  "formula": "C19H24N3O5",
  "method": "ωB97M-V with the def2-TZVPD basis set",
  "symbols": ["C", "O", "C", "C", "C", "N", "C", "N", "C", "C", "N", "H", "H", "H", "H", "H", "H", "H", "H", "H", "H", "H", "H", "H", "H", "H", "H", "C", "C", "C", "O", "C", "C", "C", "O", "H", "H", "H", "H", "C", "C", "C", "O", "C", "C", "C", "O", "H", "H", "H", "H"],
  "coordinates": [[-0.228, -3.826, -0.837], [0.243, -2.512, -1.120], [-0.716, -1.496, -0.952], [-1.282, -0.980, -2.271], [-1.810, -2.071, -3.212], [-3.298, -2.086, -3.296], [-4.026, -2.320, -2.200], [-3.994, -3.463, -1.527], [-5.141, -3.432, -0.605], [-5.068, -1.956, -0.278], [-4.889, -1.479, -1.666], [-0.018, -4.444, -1.708], [0.297, -4.275, -0.002], [-1.303, -3.859, -0.711], [-1.494, -1.767, -0.240], [-0.201, -0.655, -0.493], [-0.495, -0.443, -2.783], [-2.105, -0.312, -2.047], [-1.464, -1.875, -4.213], [-1.463, -3.067, -2.962], [-3.731, -1.872, -4.180], [-3.953, -4.268, -2.143], [-6.068, -3.534, -1.163], [-5.093, -4.044, 0.277], [-5.901, -1.581, 0.285], [-4.105, -1.840, 0.220], [-4.654, -0.493, -1.703], [2.790, 0.757, 2.560], [2.635, -0.007, 3.641], [2.237, -1.431, 3.532], [2.091, -2.127, 4.514], [2.019, -1.978, 2.168], [2.173, -1.219, 1.087], [2.570, 0.207, 1.200], [2.705, 0.895, 0.208], [3.081, 1.802, 2.617], [2.791, 0.372, 4.643], [1.731, -3.020, 2.110], [2.018, -1.600, 0.086], [3.912, 4.751, 0.368], [3.857, 5.893, -0.311], [3.533, 7.175, 0.364], [3.479, 8.216, -0.253], [3.275, 7.133, 1.827], [3.331, 5.990, 2.505], [3.655, 4.713, 1.827], [3.708, 3.666, 2.443], [4.144, 3.804, -0.103], [4.042, 5.944, -1.376], [3.042, 8.078, 2.301], [3.146, 5.938, 3.570]],
  "forces_ev_per_a": [[0.4, -0.2, -0.9], [-0.5, -0.3, 0.1], [0.4, 0.7, 0.1], [0.0, -0.9, 0.0], [-0.4, -0.1, -0.1], [0.9, -0.1, -0.6], [-0.2, 0.0, -0.9], [-0.5, -1.5, -0.2], [-0.3, 1.1, 0.4], [0.3, -1.1, -0.1], [0.0, 1.9, 1.4], [0.1, -0.2, -0.1], [0.0, 0.1, 0.4], [-0.3, 0.1, 0.4], [-0.2, -0.4, 0.0], [0.1, 0.2, 0.1], [0.1, 0.3, -0.1], [0.0, 0.5, 0.0], [0.0, 0.0, -0.4], [0.2, -0.1, 0.2], [-0.2, 0.5, 0.3], [0.6, -0.1, 0.2], [-0.2, -0.7, -0.1], [0.3, -0.5, 0.0], [-0.3, 0.4, -0.1], [-0.2, 0.6, 0.5], [-0.2, 0.0, -0.7], [0.0, 0.1, 0.1], [0.0, 0.0, -0.1], [0.0, 0.0, 0.1], [0.0, 0.0, 0.0], [0.0, 0.0, -0.1], [0.0, 0.0, 0.0], [0.1, 0.0, 0.1], [-0.1, 0.0, 0.0], [0.0, -0.3, 0.0], [0.0, 0.0, 0.0], [0.0, 0.0, 0.1], [0.0, 0.0, 0.0], [0.0, 0.0, -0.1], [0.0, -0.1, 0.0], [0.0, 0.1, 0.0], [0.0, 0.0, 0.0], [0.0, 0.0, 0.1], [0.0, 0.0, 0.0], [0.0, 0.0, 0.0], [0.0, 0.3, 0.1], [0.0, 0.0, 0.0], [0.0, 0.0, 0.0], [0.0, 0.0, 0.0], [0.0, 0.0, 0.0]],
  "energy_ha": -1278.52093,
  "total_charge": 1,
  "lumo_ev": -3.647,
  "orbital_gap_ev": 8.00,
  "homo_energy_ev": -11.644
}



Record 3
{
  "formula": "C19H24N4O2S",
  "method": "ωB97M-V with the def2-TZVPD basis set",
  "symbols": ["C", "C", "C", "C", "C", "C", "O", "N", "C", "S", "C", "C", "O", "N", "C", "C", "N", "C", "C", "C", "C", "C", "C", "C", "C", "N", "H", "H", "H", "H", "H", "H", "H", "H", "H", "H", "H", "H", "H", "H", "H", "H", "H", "H", "H", "H", "H", "H", "H", "H"],
  "coordinates": [[-3.791, -2.885, -1.762], [-2.547, -2.445, -1.001], [-2.876, -2.054, 0.444], [-3.748, -0.836, 0.493], [-4.982, -0.821, 1.063], [-5.772, 0.381, 1.093], [-6.881, 0.533, 1.554], [-5.111, 1.473, 0.495], [-3.883, 1.366, -0.048], [-3.187, 2.808, -0.747], [-1.541, 2.132, -1.092], [-0.929, 1.646, 0.221], [-1.322, 2.061, 1.291], [0.052, 0.724, 0.116], [0.783, 0.345, -1.068], [2.215, 0.901, -1.002], [2.854, 0.409, 0.196], [4.248, 0.340, 0.256], [5.074, 0.948, -0.689], [6.448, 0.804, -0.622], [7.032, 0.061, 0.387], [6.221, -0.548, 1.331], [4.849, -0.416, 1.266], [2.125, 0.809, 1.384], [0.704, 0.251, 1.321], [-3.204, 0.269, -0.087], [-4.522, -2.081, -1.797], [-3.536, -3.163, -2.782], [-4.252, -3.743, -1.278], [-1.818, -3.257, -0.992], [-2.096, -1.585, -1.498], [-1.947, -1.821, 0.969], [-3.371, -2.881, 0.954], [-5.409, -1.700, 1.517], [-5.592, 2.365, 0.510], [-0.959, 2.950, -1.517], [-1.669, 1.329, -1.814], [0.832, -0.749, -1.103], [0.296, 0.706, -1.971], [2.172, 2.003, -1.027], [2.765, 0.545, -1.875], [4.653, 1.554, -1.476], [7.067, 1.288, -1.364], [8.105, -0.045, 0.438], [6.661, -1.139, 2.121], [4.234, -0.920, 1.996], [2.068, 1.908, 1.451], [2.631, 0.439, 2.274], [0.736, -0.843, 1.294], [0.120, 0.585, 2.178]],
  "forces_ev_per_a": [[0.2, 0.1, 0.0], [-0.2, -0.1, 0.1], [0.0, 0.0, -0.2], [-0.5, -0.1, 0.4], [0.2, -0.2, 0.0], [0.1, 0.1, -0.1], [-0.3, 0.0, 0.1], [0.0, 0.1, 0.0], [0.3, -0.1, -0.2], [0.1, 0.3, -0.3], [-0.6, 0.0, 0.2], [0.0, 0.1, -0.2], [0.1, 0.2, 0.2], [0.3, -0.3, 0.2], [0.3, 0.2, -0.3], [-0.2, -0.2, -0.1], [-0.2, -0.1, -0.1], [0.3, 0.0, 0.0], [-0.2, 0.1, 0.0], [0.2, -0.1, 0.0], [0.1, 0.0, -0.1], [0.0, 0.0, 0.1], [0.0, 0.1, 0.1], [-0.2, -0.1, 0.2], [0.1, 0.2, 0.4], [0.1, 0.1, -0.2], [-0.1, 0.0, 0.0], [-0.1, 0.0, -0.1], [-0.1, -0.1, 0.0], [0.1, 0.1, 0.0], [0.1, 0.0, 0.0], [0.0, 0.0, 0.1], [0.0, 0.0, 0.1], [0.0, -0.1, 0.0], [0.0, -0.2, 0.1], [0.0, 0.0, 0.0], [0.2, 0.1, 0.0], [0.0, 0.1, -0.1], [0.0, 0.0, 0.0], [0.0, 0.0, -0.1], [0.0, 0.1, 0.0], [-0.1, 0.0, -0.1], [0.0, 0.0, -0.1], [0.1, 0.0, 0.0], [0.0, -0.1, 0.1], [-0.1, -0.1, 0.0], [0.0, -0.1, 0.0], [0.0, 0.0, 0.0], [0.0, 0.0, 0.0], [0.1, -0.1, -0.1]],
  "energy_ha": -1506.14821,
  "relative_energy_kcal_mol": 30.2,
  "lumo_ev": 0.428,
  "smiles": "CCCc1cc(=O)[nH]c(SCC(=O)N2CCN(c3ccccc3)CC2)n1",
  "orbital_gap_ev": 8.60,
  "homo_energy_ev": -8.175
}